(1)
Molecular formula: C11H22N2OS
Method: DFT, ωB97M-V/def2-TZVPD

Calculated values
LUMO level in eV: 0.586
Kohn-Sham gap in eV: 8.490
Max |F| in Eh/bohr: 0.03266
SMILES: CC[C@@H](C)N1C(=S)NC(C)(C)C[C@@]1(C)O
DFT total energy in eV: -27627.38782

```
! wB97M-V def2-TZVPD RIJCOSX def2/J DEFGRID3
* xyz 0 1
C 3.35731 -2.50005 -0.77365
C 2.44272 -1.29155 -0.67211
C 1.15602 -1.60047 0.08337
C 1.33790 -1.91440 1.56698
N 0.14497 -0.48681 -0.13835
C -0.75329 -0.64739 -1.20711
S -0.68659 -1.91768 -2.25939
N -1.78099 0.24011 -1.45284
C -2.11005 1.28486 -0.45867
C -2.85262 2.44166 -1.11614
C -3.06118 0.61795 0.58847
C -0.79566 1.84182 0.07496
C 0.13471 0.78338 0.66471
C 1.47921 1.49991 0.78816
O -0.27724 0.51351 1.95968
H 2.99824 -3.17999 -1.54642
H 3.49428 -3.03862 0.20314
H 4.35894 -2.12305 -1.02444
H 2.18764 -0.91036 -1.66023
H 2.97263 -0.48306 -0.13730
H 0.74163 -2.53189 -0.34327
H 0.33969 -2.01984 1.99734
H 1.84214 -2.90192 1.72112
H 1.99285 -1.18761 2.08858
H -2.51562 -0.16912 -2.04348
H -2.29161 2.86219 -1.96700
H -3.78806 2.09066 -1.54986
H -3.03864 3.20297 -0.34670
H -3.24723 1.28549 1.45489
H -2.63742 -0.36081 0.91244
H -4.02036 0.36767 0.11884
H -1.02120 2.60781 0.84383
H -0.27515 2.36752 -0.76915
H 1.32975 2.51534 1.18343
H 1.94425 1.56752 -0.20928
H 2.10891 0.91749 1.48451
H -1.21088 0.25676 1.94096
*
```


(2)
Molecular formula: C11H22NO
Method: DFT, ωB97M-V/def2-TZVPD

Calculated values
LUMO level in eV: -3.719
Kohn-Sham gap in eV: 8.254
Max |F| in Eh/bohr: 0.06875
DFT total energy in eV: -15287.66823

```
! wB97M-V def2-TZVPD RIJCOSX def2/J DEFGRID3
* xyz 1 1
C 1.43478 -0.17375 -0.64048
C -0.84122 0.43650 0.04734
C 1.53470 2.05472 0.59470
C 0.49258 2.45706 -0.39875
C 1.35198 -2.28928 0.76075
C -2.24020 -1.50008 0.60353
C -2.58355 -0.16780 -1.44369
C -3.34197 0.93033 0.64964
C 3.48090 0.83348 -0.32181
C 1.67772 -1.65329 -0.53989
C -2.29774 -0.06421 0.07735
N 2.14668 0.64601 0.38542
O -0.73572 1.73352 -0.26988
H 2.40926 2.79346 0.49683
H 1.00512 2.02220 1.45497
H 0.17773 3.43054 -0.18151
H 0.86875 2.28623 -1.37096
H 0.54902 -3.02264 0.61478
H 1.06656 -1.54726 1.48411
H 2.07400 -2.95473 1.28108
H -2.11991 -1.47315 1.67542
H -3.26188 -2.08636 0.34770
H -1.44633 -2.04283 0.08744
H -2.52172 0.77393 -2.01408
H -3.54423 -0.62060 -1.57909
H -1.84628 -0.91233 -1.68484
H -3.95471 0.52359 1.40942
H -3.94085 1.29321 -0.15157
H -2.78835 1.76787 1.07394
H 4.00409 1.55761 0.23457
H 3.87520 -0.14409 -0.28456
H 3.27252 0.99258 -1.35669
H 0.97068 -1.90675 -1.44594
H 2.72973 -1.79804 -0.86529
H 2.39037 0.25490 1.33634
*
```


(3)
Molecular formula: C11H22Si
Method: DFT, ωB97M-V/def2-TZVPD

Calculated values
LUMO level in eV: 0.962
Kohn-Sham gap in eV: 10.019
Max |F| in Eh/bohr: 0.08566
SMILES: C/C=C/[Si](/C=C/C)(CC)C(C)C
DFT total energy in eV: -19639.15937

```
! wB97M-V def2-TZVPD RIJCOSX def2/J DEFGRID3
* xyz 0 1
C -1.14084 3.62032 1.32913
C -0.86089 2.27932 0.54108
C -0.56804 1.14728 1.16376
Si 0.13304 -0.43086 0.46279
C -0.99925 -1.62940 -0.41825
C -2.16820 -1.28284 -0.96934
C -3.17131 -2.16434 -1.54330
C 1.12091 -1.22982 1.83293
C 1.95242 -2.36004 1.29558
C 1.44826 0.05805 -0.79917
C 2.30960 1.22495 -0.29689
C 0.73200 0.43364 -2.18060
H -1.99890 3.48945 1.87397
H -1.27022 4.54863 0.68529
H -0.29938 3.78401 2.11499
H -0.83972 2.46298 -0.57946
H -0.61020 1.24043 2.19292
H -0.67799 -2.62744 -0.38412
H -2.50293 -0.27277 -0.97804
H -3.76621 -1.94996 -2.39449
H -3.86729 -2.49400 -0.76700
H -2.75826 -3.09389 -1.86688
H 1.75618 -0.47460 2.36034
H 0.40416 -1.48319 2.70186
H 1.48330 -2.60827 0.43144
H 2.98633 -2.19831 0.93227
H 2.00602 -3.25514 1.92848
H 2.08510 -0.79586 -0.98823
H 2.19681 1.19594 0.86045
H 3.35682 1.15594 -0.49441
H 1.87404 2.17042 -0.63357
H 0.18399 1.29933 -2.14722
H 0.07687 -0.40372 -2.35015
H 1.39380 0.64376 -2.91614
*
```


(4)
Molecular formula: C11H23BCl18IO2S
Method: DFT, ωB97M-V/def2-TZVPD

Calculated values
LUMO level in eV: 1.828
Kohn-Sham gap in eV: 6.192
Max |F| in Eh/bohr: 0.01244
DFT total energy in eV: -260894.42137

```
! wB97M-V def2-TZVPD RIJCOSX def2/J DEFGRID3
* xyz -1 1
O 2.34624 -1.18940 1.39240
C 1.69696 -0.92501 0.43208
I 2.65305 -1.32820 -1.52903
C 0.34079 -0.41102 0.32429
B -0.76543 -1.67035 0.26855
O -0.87549 -2.35450 1.56434
S -2.52840 -0.95155 -0.13397
H 0.13835 0.16756 1.21912
H 0.24872 0.20214 -0.56753
H -0.43931 -2.45836 -0.62181
H 0.01564 -2.55224 1.86705
H -2.21091 0.21279 -0.71406
C 0.07107 3.74535 0.79457
Cl 1.38169 2.64854 1.22010
Cl -0.64457 3.36667 -0.78374
H -0.69984 3.65404 1.54871
H 0.46170 4.75548 0.75482
C -0.17369 5.17758 -3.87617
Cl -0.21792 6.94974 -3.95059
Cl -1.02415 4.43113 -5.23248
H 0.86249 4.86469 -3.90754
H -0.64568 4.86624 -2.95311
C 1.17808 -5.91710 0.57206
Cl -0.31158 -5.96648 -0.39416
Cl 1.63953 -4.27570 0.99469
H 1.00789 -6.48110 1.48139
H 1.97437 -6.36150 -0.01253
C 1.69752 7.72220 2.65421
Cl 2.96171 6.49940 2.84847
Cl 0.90976 7.63229 1.07305
H 0.94826 7.54800 3.41614
H 2.14736 8.70267 2.75044
C -0.73546 5.47642 5.10959
Cl -0.97381 7.23395 5.03249
Cl -1.48744 4.64288 3.75571
H 0.32960 5.27778 5.07979
H -1.17664 5.12130 6.03245
C 6.89426 -2.54021 0.18999
Cl 7.00436 -1.83070 -1.43235
Cl 5.40278 -2.12312 1.02233
H 6.94115 -3.61745 0.08388
H 7.73306 -2.17016 0.76743
C -6.30036 0.88871 0.20095
Cl -5.52744 0.03059 -1.12377
Cl -5.30878 2.21861 0.83240
H -7.23160 1.31723 -0.14974
H -6.46849 0.18690 1.00909
C -3.79890 -3.37350 -3.65481
Cl -2.40349 -3.53997 -2.60278
Cl -4.23538 -1.68262 -3.99040
H -3.57294 -3.83951 -4.60668
H -4.65358 -3.84474 -3.18411
C 0.99220 -8.86844 -2.18832
Cl 1.81092 -9.26331 -0.66846
Cl 1.98800 -9.24677 -3.60118
H 0.08470 -9.45635 -2.24313
H 0.77155 -7.80779 -2.18706
*
```